{"formula": "C5H10O2", "method": "ωB97M-V with the def2-TZVPD basis set", "symbols": ["C", "C", "C", "C", "O", "C", "H", "H", "H", "H", "H", "H", "H", "H", "H", "H", "O"], "coordinates": [[-2.27212, -1.49461, 1.00766], [-1.40286, -0.38154, 0.71080], [-0.02215, -0.08563, 0.86765], [1.00576, -0.27918, -0.08920], [0.82940, -1.29946, -1.01564], [2.39156, 0.30081, -0.02554], [-3.16164, -1.55716, 0.43720], [-2.07858, -2.26298, 1.81421], [-1.99335, 0.47891, 0.29839], [0.18720, 0.70673, 1.63788], [-0.04412, -1.10895, -1.33618], [2.69354, 0.63357, 0.95252], [2.70457, 1.21272, -0.70936], [3.23592, -0.42408, -0.12058], [-0.59759, 3.08251, -0.30961], [-0.19893, 1.64258, -0.81990], [-0.69793, 2.45408, -1.06846]], "smiles": "C=C/C=C(/C)O.O", "gap_ev": 9.47, "spin_multiplicity": 1, "total_energy_ev": -9439.09951}